Molecular formula: C19H31Cl4N4Si
Method: DFT, wB97M-V/def2-TZVPD

```
! wB97M-V def2-TZVPD RIJCOSX def2/J DEFGRID3
* xyz 1 1
C 0.167 0.612 -0.718
Si -0.184 1.822 0.752
C 1.581 2.275 1.486
C -1.173 1.048 2.212
C -2.677 0.518 1.832
C -2.744 -0.574 0.612
C -1.882 -1.961 0.894
C -2.071 -2.918 -0.439
C -1.454 -4.429 -0.280
C -0.385 -4.703 -1.494
C 0.789 -5.825 -1.103
N 2.051 -4.999 -0.812
N 1.886 -4.150 0.285
C 3.236 -3.411 0.338
N 4.171 -3.903 -0.760
C 3.382 -4.947 -1.528
N 3.693 -5.721 -2.619
C -0.903 3.487 0.079
C -0.828 4.888 0.967
C -1.402 6.335 0.412
C -2.093 6.395 -1.100
C -2.176 5.027 -2.052
C -1.597 3.607 -1.430
H 0.223 -0.507 -0.378
H 1.136 0.874 -1.320
H -0.754 0.709 -1.452
H 2.020 1.280 1.932
H 2.316 2.667 0.661
H 1.423 3.100 2.334
H -1.321 1.919 3.014
H -0.564 0.189 2.735
H -3.084 -0.045 2.803
H -3.425 1.395 1.606
H -3.883 -0.926 0.546
H -2.518 -0.099 -0.457
H -0.768 -1.705 1.151
H -2.378 -2.496 1.826
H -1.631 -2.384 -1.411
H -3.239 -3.042 -0.620
H -1.030 -4.665 0.794
H -2.344 -5.207 -0.444
H -0.862 -5.061 -2.502
H 0.131 -3.656 -1.731
H 0.485 -6.510 -0.202
H 0.969 -6.532 -2.048
H 1.070 -4.023 0.928
H 3.427 -2.584 1.144
H 3.201 -5.667 -3.556
H 4.501 -6.399 -2.537
H -0.320 4.837 2.037
H -1.360 7.353 1.019
H -2.544 7.397 -1.545
H -2.648 5.143 -3.120
H -1.663 2.632 -2.091
C 3.210 6.708 1.070
Cl 3.276 8.486 1.170
Cl 3.864 6.177 -0.499
Cl 4.181 6.003 2.388
Cl 1.520 6.167 1.223
*
```

Computed properties:
- E_HOMO (eV) = -10.1
- E_tot (eV) = -84111.9120



Molecular formula: C19H31ClN4O4S
Method: DFT, wB97M-V/def2-TZVPD

```
! wB97M-V def2-TZVPD RIJCOSX def2/J DEFGRID3
* xyz 0 1
C 0.459 4.856 0.033
C 1.135 3.658 -0.634
N 1.358 3.786 -2.088
C 0.730 4.874 -2.872
C 2.190 2.848 -2.716
C 2.909 3.143 -3.886
C 3.706 2.170 -4.505
C 3.801 0.888 -3.960
Cl 4.784 -0.335 -4.723
C 3.104 0.595 -2.789
C 2.313 1.575 -2.180
S 1.429 1.167 -0.676
O 0.732 -0.113 -0.849
O 2.378 1.129 0.447
N 0.335 2.462 -0.445
C -0.948 2.272 -1.143
H 0.383 4.675 1.109
H 1.057 5.758 -0.124
H -0.548 5.026 -0.353
H 2.110 3.550 -0.140
H -0.301 5.047 -2.553
H 1.299 5.802 -2.755
H 0.685 4.625 -3.937
H 2.864 4.133 -4.324
H 4.257 2.407 -5.410
H 3.177 -0.400 -2.354
H -1.454 1.374 -0.770
H -0.797 2.157 -2.221
H -1.616 3.122 -0.975
C 2.193 -2.286 1.794
C 0.810 -2.843 2.162
C -0.358 -1.874 1.856
C -0.342 -0.685 2.837
C -1.716 -2.611 1.845
N -1.743 -3.598 0.756
C -2.569 -4.641 0.724
C -2.520 -5.502 -0.516
O -3.333 -4.920 1.640
C -2.898 -1.632 1.674
O -3.044 -1.015 0.623
N -3.756 -1.420 2.678
C -3.768 -2.072 3.987
H 2.436 -1.416 2.402
H 2.215 -2.010 0.739
H 2.946 -3.054 1.972
H 0.683 -3.764 1.594
H 0.798 -3.103 3.221
H -0.217 -1.484 0.857
H 0.620 -0.176 2.796
H -0.524 -1.031 3.854
H -1.098 0.049 2.558
H -1.815 -3.140 2.791
H -1.176 -3.408 -0.055
H -2.816 -4.907 -1.377
H -1.508 -5.879 -0.653
H -3.208 -6.337 -0.392
H -4.498 -0.772 2.465
H -4.602 -1.696 4.582
H -3.886 -3.151 3.860
H -2.837 -1.869 4.518
*
```

Computed properties:
- SMILES = C[C@@H]1N(C)c2ccc(Cl)cc2S(=O)(=O)N1C.CC[C@H](C)[C@H](NC(C)=O)C(=O)NC
- E_HOMO (eV) = -8.5
- E_tot (eV) = -57714.5118



Molecular formula: C19H31ILaO6Si2
Method: DFT, wB97M-V/def2-TZVPD

```
! wB97M-V def2-TZVPD RIJCOSX def2/J DEFGRID3
* xyz 3 1
C 3.960 0.105 3.242
C 3.105 1.145 2.506
C 1.692 0.715 2.030
I 0.756 -0.520 3.512
Si 1.689 -0.155 0.372
C 3.178 -1.265 0.222
C 3.361 -1.829 -1.201
O 4.579 -1.303 -1.786
C 5.700 -1.948 -1.350
O 6.514 -2.340 -2.085
C 1.924 1.080 -1.182
C 2.728 2.180 -0.975
O 4.037 2.146 -0.779
O 2.189 3.459 -0.963
O 0.381 -1.070 0.059
Si -1.209 -0.506 0.172
C -1.920 0.075 -1.508
C -2.681 1.315 -1.236
C -2.024 2.544 -1.365
C -2.641 3.749 -1.101
C -3.964 3.731 -0.682
C -4.645 2.539 -0.568
C -4.039 1.316 -0.841
C -4.855 0.064 -0.708
C -2.224 -1.838 1.009
C -2.887 -2.864 0.073
C -4.121 -3.498 0.747
O -1.917 -3.827 -0.281
H 3.785 -0.914 2.931
H 5.005 0.313 3.028
H 3.867 0.196 4.311
H 2.957 1.969 3.192
H 3.708 1.532 1.680
H 1.093 1.618 1.972
H 3.107 -2.061 0.952
H 4.027 -0.639 0.472
H 2.561 -1.557 -1.877
H 3.445 -2.907 -1.168
H 5.837 -2.022 -0.268
H 0.959 1.347 -1.594
H 2.421 0.444 -1.923
H 1.958 3.639 -1.889
H -1.169 0.687 1.057
H -2.588 -0.657 -1.942
H -1.135 0.290 -2.228
H -0.994 2.541 -1.697
H -2.115 4.679 -1.217
H -4.439 4.668 -0.455
H -5.670 2.585 -0.247
H -4.875 -0.316 0.305
H -5.856 0.283 -1.052
H -4.484 -0.683 -1.394
H -1.509 -2.397 1.607
H -2.914 -1.367 1.702
H -3.208 -2.415 -0.860
H -4.973 -3.404 0.085
H -4.385 -2.985 1.662
H -3.947 -4.534 1.007
H -2.125 -4.668 0.129
La 4.987 3.537 -1.618
*
```

Computed properties:
- E_HOMO (eV) = -15.2
- E_tot (eV) = -57176.0713



How do the records compare in HOMO-LUMO gap? In the order shown, they have 0.2138; 0.3248; 0.0773 Eh.